Formula: C29H23Br2GaN7O3S
Source: the Open Molecules 2025 dataset
Level of theory: wB97M-V/def2-TZVPD

Each line ends with the Mulliken charge.
Atoms and positions in Å:
C -4.718 0.133 -1.760  -0.889
O 2.967 -0.260 -0.078  -0.813
Br -1.115 3.752 4.585  -0.158
C -2.717 3.159 -0.877  -0.823
C 2.831 0.709 -2.796  -0.471
C 0.736 1.857 -2.420  -0.064
C 1.770 1.044 -1.959  -0.398
H -2.530 -1.228 2.138  0.448
C 2.010 0.273 4.730  0.871
C -4.763 -1.172 -1.360  -0.873
H 2.692 2.375 -6.394  0.208
H 1.176 3.150 6.331  0.435
Br 3.393 1.371 6.998  -0.202
C -3.881 -1.659 -0.367  -0.461
H 2.299 -2.693 1.013  0.229
C 0.035 1.340 3.698  -0.092
C 1.163 -3.070 -2.806  -0.223
N 1.274 -1.991 -2.043  -0.456
C 0.166 -4.015 -2.624  -0.888
H -1.026 3.108 0.504  0.542
C 1.136 2.340 5.616  -0.323
H 1.903 -3.177 -3.591  0.461
C -3.657 2.390 -1.503  -0.705
H 3.705 0.965 -4.724  0.318
C -1.814 2.547 0.014  -0.210
C 1.694 -1.709 2.803  1.126
C 2.733 -1.796 3.753  -1.036
C -0.708 -3.774 -1.582  -0.327
C 0.129 2.342 4.631  -0.151
C 2.899 -0.824 4.690  -0.821
N 1.857 2.475 -5.846  -0.475
H -2.638 4.220 -1.066  0.457
H -1.512 -4.466 -1.357  0.472
Ga -0.418 0.166 1.315  1.037
H 1.704 -3.769 2.279  0.653
C 1.837 2.022 -4.560  1.085
N -1.869 1.265 0.282  0.085
C 1.546 -2.804 1.797  -1.258
H 3.393 -2.652 3.720  0.486
N 0.447 -0.721 -0.279  0.364
C 2.054 1.334 5.666  -0.092
H -0.020 2.997 -4.058  0.337
O 1.148 1.311 0.575  -0.876
H -1.676 -2.155 1.036  0.415
C 2.870 1.205 -4.078  -0.876
H -5.497 -1.843 -1.785  0.425
H 0.565 -2.800 1.333  0.013
C -2.852 0.501 -0.261  0.393
H -0.080 2.124 -1.761  0.174
N 0.864 -0.681 2.800  -0.016
H 3.620 0.069 -2.426  0.533
C 0.771 2.347 -3.704  -0.838
S 1.699 0.318 -0.394  1.743
H -4.343 2.827 -2.218  0.479
C 1.000 0.295 3.759  0.120
C -2.949 -0.835 0.184  -0.033
H 3.702 -0.886 5.412  0.384
H 1.217 3.194 -6.131  0.207
C 0.372 -1.848 -1.077  0.135
O -0.887 1.283 2.753  -0.493
H -5.417 0.512 -2.494  0.454
C -3.757 1.010 -1.203  0.562
H -3.960 -2.686 -0.034  0.530
N -0.620 -2.701 -0.798  -0.031
N -2.039 -1.223 1.247  -0.230
H 0.083 -4.890 -3.249  0.423

Computed properties:
Net charge: +1
HOMO in eV: -10.2
ΔE to the lowest compared entry with this formula, charge and spin in kcal per mole: 0.70

Formula: C29H25CaF9NPS4Se2Si
Source: the Open Molecules 2025 dataset
Level of theory: wB97M-V/def2-TZVPD

Each line ends with the Mulliken charge.
Atoms and positions in Å:
H 3.672 7.447 0.405  0.329
C -3.498 -3.004 2.496  -0.689
F -5.870 -4.364 2.790  -0.293
C 3.172 -6.241 0.198  0.771
H -3.195 0.343 -2.951  0.390
F 4.486 -6.030 -0.033  -0.263
F -6.050 -4.527 0.635  -0.271
C 1.461 -3.030 -0.746  0.178
N -3.506 5.064 -0.171  -0.695
H 4.551 4.834 -1.793  0.246
S 4.165 -1.825 1.559  -0.019
H 2.984 4.652 2.819  0.259
H -5.071 2.144 0.467  0.359
C -2.140 -3.157 0.079  -0.265
C -1.702 -2.270 1.063  -0.156
C -1.405 0.949 -4.866  0.802
S 4.042 0.348 -0.929  -0.507
H -3.621 -4.601 -0.491  0.372
H -1.103 3.387 1.485  0.391
F -1.627 -0.109 -5.702  -0.276
F -2.512 1.715 -4.946  -0.274
C 0.190 0.335 -3.043  -0.946
C 1.819 -4.592 1.521  -0.958
H 2.453 6.967 -0.791  0.268
H 2.683 -4.475 -1.750  0.370
Se -2.795 0.906 1.917  -0.366
C 2.830 6.774 0.216  -1.049
H -1.575 5.533 0.349  0.385
C -2.176 0.176 -2.629  -1.023
H 1.464 -0.282 -1.454  0.537
H 0.653 -3.114 2.529  0.387
F -4.906 -5.994 1.736  -0.271
H 2.031 7.013 0.920  0.264
H 4.553 5.413 2.517  0.324
F 3.095 -7.009 1.308  -0.302
H -1.601 -3.237 -0.856  0.510
C 0.864 -2.645 0.449  1.008
C -2.340 4.765 0.406  -0.340
H -2.755 -0.517 -0.696  0.468
S 5.300 -0.526 0.427  -0.157
H 5.658 5.397 -0.525  0.327
C 0.432 -0.180 -1.780  -0.129
S 3.039 -0.703 2.850  -0.568
Ca 2.220 1.166 0.967  0.659
Se 1.626 3.646 -0.266  -0.708
C 3.859 4.643 2.166  -1.025
H 5.230 3.677 -0.653  0.239
C -3.266 -3.932 0.283  -1.196
C -4.444 4.117 -0.133  -0.308
H 4.352 3.673 2.273  0.308
C -2.372 -2.223 2.278  -0.498
H -2.029 -1.543 3.047  0.683
C 4.849 4.695 -0.752  -0.934
H 1.342 -2.432 -1.638  0.452
C 1.075 -3.431 1.582  -0.945
Si 3.338 4.949 0.361  0.511
C -3.954 -3.839 1.489  0.378
C -3.057 2.579 1.076  0.071
C -0.616 -0.560 -0.942  0.314
H -5.385 4.374 -0.616  0.339
P -0.240 -1.176 0.749  -0.160
C 2.383 -4.978 0.312  0.537
H -4.033 -2.942 3.433  0.441
C -1.117 0.489 -3.475  0.389
H 1.968 -5.199 2.404  0.406
C -4.279 2.881 0.463  -0.350
C -5.186 -4.663 1.668  0.802
H 1.020 0.621 -3.674  0.483
F 2.737 -7.016 -0.832  -0.278
C -2.070 3.563 1.038  -0.212
F -0.396 1.649 -5.416  -0.275
C -1.927 -0.333 -1.367  -0.243
C 2.221 -4.187 -0.815  -1.013

Computed properties:
Net charge: -2
HOMO in eV: -2.2
ΔE to the lowest compared entry with this formula, charge and spin in kcal per mole: 21.92

Formula: C4H6N2
Source: the Open Molecules 2025 dataset
Level of theory: wB97M-V/def2-TZVPD

Each line ends with the Mulliken charge.
Atoms and positions in Å:
H 1.871 -1.314 0.257  0.273
H -1.229 -0.315 -0.793  0.199
C -1.712 -0.339 0.184  -0.150
N 1.154 1.681 -0.662  -0.563
C 1.452 0.488 -0.684  0.563
H -0.856 1.178 1.920  0.288
N -0.891 -0.929 1.319  -0.364
C -1.100 0.306 1.326  -0.211
H -2.774 -0.577 0.176  0.229
H 0.153 1.855 -0.770  0.316
H 2.097 -1.269 -1.598  0.263
C 1.834 -0.765 -0.676  -0.842

Computed properties:
Net charge: 0
HOMO in eV: -9.3
Structure (SMILES): C1=NC1.C=C=N
ΔE to the lowest compared entry with this formula, charge and spin in kcal per mole: 90.29

Formula: C12H20F2N5O2
Source: the Open Molecules 2025 dataset
Level of theory: wB97M-V/def2-TZVPD

Each line ends with the Mulliken charge.
Atoms and positions in Å:
F -4.095 2.758 0.458  -0.320
H 0.306 3.360 -0.099  0.255
F -3.199 -3.681 0.759  -0.309
H -3.520 -4.124 -1.242  0.227
C -0.123 -0.729 -1.049  0.327
O 3.936 -2.846 -0.742  -0.475
C -0.979 -1.893 -1.705  -0.581
C 1.868 0.324 -0.380  0.411
H -1.758 -4.349 -0.659  0.232
H 4.090 -0.364 -1.708  0.298
H -3.202 -1.908 -1.833  0.355
H -3.223 0.142 1.322  0.386
N 1.306 -0.849 -1.020  -0.486
C 4.194 -0.296 -0.561  -0.526
C 0.502 2.428 0.548  -0.216
H -3.522 2.520 2.522  0.353
N -0.496 0.532 -0.466  0.200
C -3.097 2.446 1.470  -0.350
C -2.412 -2.152 -1.026  0.026
H 3.135 2.619 -0.080  0.218
C -1.882 1.065 -0.339  -0.924
C 4.071 -1.731 0.157  0.522
H -0.203 3.465 2.379  0.289
H -0.368 -2.861 -1.553  0.212
N 0.698 1.101 -0.071  0.327
C -2.682 -3.673 -0.591  -0.282
H 4.566 1.996 0.399  0.323
H 5.250 0.078 -0.364  0.429
H -1.948 2.162 -0.691  0.423
H -2.636 -1.495 -0.121  -0.185
H 1.214 2.086 2.653  0.282
C -2.462 0.983 1.189  -0.365
O 4.047 -1.905 1.387  -0.480
H -2.283 3.256 1.390  0.161
H -1.548 0.799 1.865  0.303
H 3.005 -3.171 -0.707  0.340
C 0.514 2.671 1.959  -0.677
H -1.089 -1.785 -2.847  0.316
N 3.552 1.852 0.488  -0.846
N 3.125 0.668 -0.114  0.315
H -2.649 0.502 -0.978  0.491

Computed properties:
Net charge: +1
HOMO in eV: -12.3
Structure (SMILES): C=Cn1c(N(N)CC(=O)O)nc(CCCF)[n+]1CCCF

Formula: C4H27N2O10
Source: the Open Molecules 2025 dataset
Level of theory: wB97M-V/def2-TZVPD

Each line ends with the Mulliken charge.
Atoms and positions in Å:
O -3.037 -2.325 -0.290  -0.533
H 1.881 -0.660 0.877  0.107
O 0.316 2.885 -0.094  -0.576
O 3.569 -2.908 1.687  -0.625
H 2.999 2.659 2.479  0.277
H 1.703 2.977 1.539  0.278
C 0.721 -0.019 -1.844  -0.568
H -0.646 2.833 -0.077  0.248
H 2.969 -1.032 3.878  0.289
H 2.208 -1.433 -1.204  0.361
N -0.452 -0.492 -1.104  0.211
H 0.556 3.419 -0.854  0.291
H 2.810 0.681 0.624  0.348
N 2.046 0.117 0.249  0.201
H 1.761 -1.013 2.954  0.320
H -0.491 -1.483 3.639  0.334
O 2.509 2.469 1.684  -0.573
O -2.444 2.893 -1.226  -0.624
C 2.033 -0.359 -1.207  -0.702
H 1.158 0.618 0.432  -0.008
H -0.770 0.984 2.311  0.274
C -2.600 -1.575 -1.101  0.299
C -1.245 -1.477 -1.769  -0.525
H 2.846 0.189 -1.684  0.364
H -0.733 -0.422 1.978  0.200
H -0.838 -2.672 2.578  0.304
H -0.990 0.311 -0.805  0.020
H -3.087 3.539 -1.521  0.302
H 0.701 -0.454 -2.851  0.543
O -1.352 1.834 -3.488  -0.615
H 4.219 -2.727 2.370  0.290
H -1.357 -1.530 -2.864  0.405
H -0.814 -2.501 -1.700  0.346
O -0.264 0.388 1.743  -0.439
O -0.166 -2.197 3.081  -0.629
H 0.620 1.048 -2.054  0.226
H -4.229 -0.472 -1.205  0.322
O 2.684 -0.728 3.007  -0.634
H -1.877 2.511 -3.030  0.337
H -2.810 2.158 -0.723  0.299
O -3.307 -0.440 -1.480  -0.416
H -1.958 1.104 -3.608  0.280
H 2.783 -2.395 1.887  0.393

Computed properties:
Net charge: +1
HOMO in eV: -12.6
ΔE to the lowest compared entry with this formula, charge and spin in kcal per mole: 64.12

Formula: C5H6O
Source: the Open Molecules 2025 dataset
Level of theory: wB97M-V/def2-TZVPD

Each line ends with the Mulliken charge.
Atoms and positions in Å:
H 0.018 -1.996 0.400  0.292
O -0.060 1.217 1.225  -0.528
C 0.326 0.253 0.602  0.525
H -2.227 0.160 -1.471  0.350
H 1.735 1.535 -0.196  0.262
C -0.208 -1.113 1.003  -1.132
H 1.702 0.111 -1.345  0.267
H -1.294 -1.021 1.132  0.310
C -0.168 0.952 -1.204  -0.278
H 0.216 -1.224 2.002  0.368
C 1.155 0.712 -0.612  -0.166
C -1.196 0.413 -1.537  -0.270

Computed properties:
Net charge: 0
HOMO in eV: -9.6
ΔE to the lowest compared entry with this formula, charge and spin in kcal per mole: 74.57